{"formula": "C10H21BaF6N4O14S6", "method": "the ωB97M-V functional and the def2-TZVPD basis", "lumo_ha": [0.1112, 0.1107], "e_tot_ev": -127343.2910, "gap_ev": [2.35, 6.77], "multiplicity": 2, "homo_energy_ev": [0.681, -3.756], "total_charge": -2, "elements": ["S", "C", "O", "H", "H", "O", "H", "C", "O", "O", "H", "H", "F", "H", "F", "H", "S", "C", "C", "H", "H", "O", "C", "H", "O", "O", "C", "H", "H", "N", "O", "F", "F", "C", "O", "F", "O", "C", "H", "H", "O", "H", "F", "N", "N", "H", "H", "S", "H", "H", "O", "S", "O", "Ba", "C", "H", "H", "N", "S", "S", "O", "C"], "xyz": [[-0.977, -14.053, -9.421], [2.601, -19.566, -6.930], [0.057, -13.307, -8.715], [0.778, -18.351, -6.279], [4.848, -16.812, -12.063], [-0.924, -15.030, -6.637], [4.045, -17.170, -8.601], [6.989, -20.699, -6.341], [-0.312, -21.449, -12.767], [-1.506, -21.966, -10.223], [5.367, -18.653, -6.434], [1.583, -16.457, -7.273], [-0.601, -17.491, -14.253], [5.535, -21.307, -7.910], [-1.623, -20.199, -8.794], [0.735, -19.111, -7.858], [0.475, -20.793, -11.754], [1.920, -17.356, -7.789], [5.179, -19.236, -7.336], [4.303, -17.056, -13.741], [5.799, -18.905, -8.169], [-2.227, -13.371, -9.812], [1.389, -18.609, -7.144], [3.954, -17.162, -6.855], [-2.769, -13.758, -13.096], [0.520, -21.308, -8.845], [3.473, -17.548, -7.754], [7.139, -21.709, -5.960], [7.838, -20.478, -6.989], [-1.039, -15.534, -9.327], [1.869, -16.514, -12.969], [-0.308, -14.225, -10.840], [0.882, -19.484, -12.584], [2.726, -17.057, -12.273], [2.459, -17.443, -11.121], [-3.517, -15.232, -11.288], [-4.375, -15.560, -13.504], [3.639, -19.631, -9.309], [2.940, -19.383, -5.910], [2.580, -19.436, -9.479], [-0.679, -15.122, -14.878], [3.883, -20.693, -9.272], [-1.822, -17.072, -7.620], [-2.054, -16.248, -12.746], [-0.407, -19.771, -10.631], [4.217, -18.422, -12.568], [4.216, -19.113, -10.076], [-3.118, -15.183, -12.883], [4.890, -21.044, -6.245], [1.448, -17.146, -8.749], [-3.161, -15.095, -7.748], [-1.732, -15.467, -7.783], [1.740, -21.339, -11.345], [-0.307, -17.284, -11.096], [4.142, -17.343, -12.702], [2.392, -20.616, -7.132], [7.041, -20.063, -5.457], [3.745, -19.028, -7.822], [-0.578, -20.953, -9.744], [-1.591, -16.174, -14.408], [-2.499, -16.792, -15.349], [5.578, -20.690, -7.012]]}